a:
Formula: C3HN4
Source: the Open Molecules 2025 dataset
Level of theory: the ωB97M-V functional and the def2-TZVPD basis

Frontier orbital gap (spin up / spin down) = 6.628 / 6.498 eV
Total charge = +1

Structure (XYZ):
```
8
C3HN4, DFT the ωB97M-V functional and the def2-TZVPD basis
C 0.551 -1.122 -0.823
C -0.784 2.146 1.430
C 1.521 -2.029 -0.669
N -0.937 1.330 0.662
N 2.313 -2.906 -0.515
N -1.311 0.184 -1.342
N -0.443 -0.463 -0.984
H -0.910 2.861 2.242
```

Atom charges from the Löwdin analysis, given in e for atoms 1 to 2:
1. C 0.14
2. C 0.04

---

b:
Formula: C3HN4
Source: the Open Molecules 2025 dataset
Level of theory: the ωB97M-V functional and the def2-TZVPD basis

Frontier orbital gap = 9.065 eV
Total charge = +1
SMILES = N#CC#[N+]NC#N

Structure (XYZ):
```
8
C3HN4, DFT the ωB97M-V functional and the def2-TZVPD basis
N 3.622 -0.306 -0.020
C 2.483 -0.335 -0.097
C 1.173 -0.287 -0.003
N 0.024 -0.204 -0.179
N -1.212 -0.297 -0.083
C -2.009 0.823 -0.109
N -2.701 1.741 -0.017
H -1.379 -1.135 0.508
```

Atom charges from the Löwdin analysis, given in e for atoms 1 to 2:
1. N 0.34
2. C -0.09

---

Here are the energies relative to the best structure, in kcal/mol: a 42.8; b 0.0.

---

a:
Formula: C2H8N2O2
Source: the Open Molecules 2025 dataset
Level of theory: the ωB97M-V functional and the def2-TZVPD basis

Frontier orbital gap (spin up / spin down) = 12.037 / 6.345 eV
Total charge = +1
2S+1 = 2

Structure (XYZ):
```
14
C2H8N2O2, DFT the ωB97M-V functional and the def2-TZVPD basis
O 2.523 -0.280 0.192
C 1.435 -0.832 0.197
N 0.430 -0.144 -0.456
C 0.480 1.256 -0.740
N -0.463 2.004 0.143
H 1.244 -1.721 0.812
H -0.405 -0.584 -0.887
H 1.514 1.551 -0.509
H 0.379 1.451 -1.816
H -1.076 1.320 0.613
H -0.010 2.303 1.017
H -2.338 -1.630 1.050
H -1.639 -2.775 0.207
O -2.074 -1.919 0.176
```

Atom charges from the Löwdin analysis, given in e for atoms 1 to 2:
1. O 0.15
2. C -0.19

---

b:
Formula: C2H8N2O2
Source: the Open Molecules 2025 dataset
Level of theory: the ωB97M-V functional and the def2-TZVPD basis

Frontier orbital gap (spin up / spin down) = 10.448 / 4.997 eV
Total charge = +1
2S+1 = 2

Structure (XYZ):
```
14
C2H8N2O2, DFT the ωB97M-V functional and the def2-TZVPD basis
N 0.506 1.396 0.747
C -0.168 0.419 1.482
C 0.484 -0.980 1.566
N -0.395 -1.929 1.978
O 1.566 -1.251 1.137
H 1.403 1.674 1.156
H 0.636 1.507 -0.259
H -1.161 0.331 1.028
H -0.081 0.811 2.505
H -1.375 -1.720 2.078
H -0.120 -2.853 1.675
H -0.970 1.346 -5.359
H -0.182 0.153 -4.771
O -0.143 1.098 -4.963
```

Atom charges from the Löwdin analysis, given in e for atoms 1 to 2:
1. N 0.24
2. C -0.09

---

Here are the energies relative to the best structure, in kcal/mol: a 19.6; b 0.0.

---

a:
Formula: ClH3N2OS
Source: the Open Molecules 2025 dataset
Level of theory: the ωB97M-V functional and the def2-TZVPD basis

Frontier orbital gap = 10.614 eV
SMILES = N=S(=N)=O.Cl

Structure (XYZ):
```
8
ClH3N2OS, DFT the ωB97M-V functional and the def2-TZVPD basis
N -0.115 0.690 0.571
S 0.702 -0.483 0.016
N 2.073 -0.108 -0.545
O 0.002 -1.774 0.046
H 0.223 1.634 0.451
H 2.937 -0.770 -0.670
Cl -3.479 0.070 -0.119
H -2.343 0.741 0.250
```

Atom charges from the Löwdin analysis, given in e for atoms 1 to 2:
1. N -0.22
2. S 0.71

---

b:
Formula: ClH3N2OS
Source: the Open Molecules 2025 dataset
Level of theory: the ωB97M-V functional and the def2-TZVPD basis

Frontier orbital gap (spin up / spin down) = 8.604 / 5.530 eV

Structure (XYZ):
```
8
ClH3N2OS, DFT the ωB97M-V functional and the def2-TZVPD basis
N -0.853 -0.950 -1.351
N -0.531 0.491 0.886
O 0.333 -1.864 0.627
S 0.046 -0.708 -0.153
Cl 2.772 1.248 -0.198
H -1.099 -0.206 -1.974
H 0.051 0.604 1.708
H -0.719 1.386 0.454
```

Atom charges from the Löwdin analysis, given in e for atoms 1 to 2:
1. N -0.17
2. N -0.12

---

c:
Formula: ClH3N2OS
Source: the Open Molecules 2025 dataset
Level of theory: the ωB97M-V functional and the def2-TZVPD basis

Frontier orbital gap = 9.508 eV
SMILES = N=S(=N)=O.Cl

Structure (XYZ):
```
8
ClH3N2OS, DFT the ωB97M-V functional and the def2-TZVPD basis
N 1.985 0.916 -0.537
S 0.535 0.578 -0.108
N 0.343 -0.554 0.846
O -0.334 1.721 -0.146
H 2.771 0.296 -0.451
H -0.604 -0.555 1.020
Cl -2.627 -0.720 0.020
H -2.068 -1.683 -0.643
```

Atom charges from the Löwdin analysis, given in e for atoms 1 to 2:
1. N -0.19
2. S 0.66

---

Here are the energies relative to the best structure, in kcal/mol: a 0.0; b 24.5; c 4.9.

---

a:
Formula: C9H12O2
Source: the Open Molecules 2025 dataset
Level of theory: the ωB97M-V functional and the def2-TZVPD basis

Frontier orbital gap = 10.214 eV
SMILES = O=C[C@H]1C[C@@H]2CC[C@@]1(C=O)C2

Structure (XYZ):
```
23
C9H12O2, DFT the ωB97M-V functional and the def2-TZVPD basis
O -0.744 -0.885 -3.215
C 0.097 -0.878 -2.325
C 0.243 0.168 -1.204
C -1.143 0.793 -0.845
C -1.404 0.362 0.624
C -0.522 1.313 1.469
C 0.890 0.787 1.164
C 0.664 -0.400 0.192
C 1.878 -1.339 0.216
O 2.540 -1.508 -0.810
C -0.655 -0.938 0.734
H 0.807 -1.701 -2.381
H 0.994 0.887 -1.596
H -1.063 1.882 -0.948
H -1.971 0.444 -1.465
H -2.445 0.309 0.947
H -0.637 2.351 1.182
H -0.811 1.174 2.512
H 1.405 0.464 2.083
H 1.440 1.580 0.682
H 2.106 -1.872 1.134
H -1.061 -1.683 0.066
H -0.608 -1.309 1.782
```

Atom charges from the Löwdin analysis, given in e for atoms 1 to 2:
1. O 0.04
2. C -0.19

---

b:
Formula: C9H12O2
Source: the Open Molecules 2025 dataset
Level of theory: the ωB97M-V functional and the def2-TZVPD basis

Frontier orbital gap = 10.044 eV
SMILES = C=C1CC2(CCCC2)OC1=O

Structure (XYZ):
```
23
C9H12O2, DFT the ωB97M-V functional and the def2-TZVPD basis
C 3.145 1.338 -0.184
C 2.072 0.524 0.050
C 0.645 0.598 -0.553
C -0.081 -0.652 -0.123
C -1.301 -1.132 -0.663
C -2.283 -0.085 -0.389
C -1.894 0.661 0.807
C -0.778 -0.282 1.240
O 1.013 -1.693 -0.153
C 2.145 -1.006 0.228
O 3.220 -1.381 0.536
H 4.369 1.338 -0.212
H 2.398 2.244 -0.568
H 0.328 1.706 -0.389
H 0.692 0.193 -1.744
H -1.279 -2.097 -0.089
H -1.197 -1.783 -1.757
H -2.474 0.535 -1.379
H -3.179 -0.513 -0.510
H -2.790 0.765 1.606
H -1.554 1.567 0.579
H -0.045 0.479 1.894
H -1.170 -1.325 1.774
```

Atom charges from the Löwdin analysis, given in e for atoms 1 to 2:
1. C 0.08
2. C -0.25

---

Here are the energies relative to the best structure, in kcal/mol: a 0.0; b 130.9.

---

a:
Formula: C2H9OS
Source: the Open Molecules 2025 dataset
Level of theory: the ωB97M-V functional and the def2-TZVPD basis

Frontier orbital gap = 9.282 eV
Total charge = +1

Structure (XYZ):
```
13
C2H9OS, DFT the ωB97M-V functional and the def2-TZVPD basis
O -1.762 -0.704 -0.633
H -2.636 -0.338 -0.476
H -2.471 -2.266 1.514
H -1.945 -1.588 -1.013
C 1.540 0.837 0.731
C 1.654 1.162 -0.703
S 0.883 0.407 -1.961
H 2.375 0.159 0.945
H 1.553 1.826 1.219
H 0.566 0.400 0.910
H -1.824 -2.153 1.826
H 2.412 1.907 -0.951
H -0.345 0.350 -1.409
```

Atom charges from the Löwdin analysis, given in e for atoms 1 to 2:
1. O -0.12
2. H 0.06

---

b:
Formula: C2H9OS
Source: the Open Molecules 2025 dataset
Level of theory: the ωB97M-V functional and the def2-TZVPD basis

Frontier orbital gap = 11.166 eV
Total charge = +1

Structure (XYZ):
```
13
C2H9OS, DFT the ωB97M-V functional and the def2-TZVPD basis
O 3.089 1.064 0.632
H 3.949 0.904 0.216
H 3.173 2.010 0.796
H 0.309 -1.474 0.352
C -1.609 -1.464 -1.013
S -0.135 -0.474 -0.414
C -0.760 0.949 0.551
H -2.192 -0.979 -1.793
H -1.094 -2.358 -1.398
H -2.205 -1.717 -0.127
H -1.813 0.837 0.762
H -0.623 1.895 0.032
H -0.090 0.808 1.405
```

Atom charges from the Löwdin analysis, given in e for atoms 1 to 2:
1. O -0.07
2. H 0.05

---

Here are the energies relative to the best structure, in kcal/mol: a 37.5; b 0.0.

---

a:
Formula: C4H6N3
Source: the Open Molecules 2025 dataset
Level of theory: the ωB97M-V functional and the def2-TZVPD basis

Frontier orbital gap (spin up / spin down) = 7.047 / 7.310 eV
Total charge = +1
SMILES = CC1=NN=[N+]=C1C

Structure (XYZ):
```
13
C4H6N3, DFT the ωB97M-V functional and the def2-TZVPD basis
C -0.100 1.667 0.292
C -1.291 0.749 0.034
N -2.491 1.116 -0.339
N -3.279 0.024 -0.164
N -2.606 -0.995 -0.075
C -1.333 -0.782 0.076
C -0.214 -1.613 0.122
H 0.439 1.847 -0.736
H 0.644 1.245 0.975
H -0.474 2.690 0.629
H -0.060 -2.333 0.970
H 0.511 -0.950 0.345
H 0.000 -2.246 -0.767
```

Atom charges from the Löwdin analysis, given in e for atoms 1 to 2:
1. C 0.01
2. C -0.17

---

b:
Formula: C4H6N3
Source: the Open Molecules 2025 dataset
Level of theory: the ωB97M-V functional and the def2-TZVPD basis

Frontier orbital gap = 9.370 eV
Total charge = +1

Structure (XYZ):
```
13
C4H6N3, DFT the ωB97M-V functional and the def2-TZVPD basis
C -1.735 0.878 -0.941
C -1.349 1.251 0.423
C -0.163 -0.736 -0.962
C 2.016 -0.932 1.002
N -1.065 -0.001 -1.637
N 0.253 -0.223 0.154
N -0.200 0.781 0.759
H -2.593 1.493 -1.355
H -1.957 1.931 0.887
H 0.130 -1.588 -1.407
H 2.037 -0.617 1.978
H 1.875 -1.918 0.751
H 2.751 -0.318 0.349
```

Atom charges from the Löwdin analysis, given in e for atoms 1 to 2:
1. C -0.02
2. C 0.00

---

c:
Formula: C4H6N3
Source: the Open Molecules 2025 dataset
Level of theory: the ωB97M-V functional and the def2-TZVPD basis

Frontier orbital gap (spin up / spin down) = 8.674 / 8.676 eV
Total charge = +1

Structure (XYZ):
```
13
C4H6N3, DFT the ωB97M-V functional and the def2-TZVPD basis
C 0.192 -2.174 -1.808
C 0.500 -1.280 -0.865
C 0.422 0.909 0.119
C -0.900 0.796 -0.586
N 1.679 -2.282 -2.083
N 1.974 -1.362 -1.270
N -0.156 -0.419 -0.018
H -0.540 -2.523 -2.475
H 1.277 0.983 -0.531
H 0.541 1.138 1.115
H -1.757 1.091 -0.057
H -0.699 0.950 -1.628
H -0.354 -0.859 0.833
```

Atom charges from the Löwdin analysis, given in e for atoms 1 to 2:
1. C 0.09
2. C -0.25

---

d:
Formula: C4H6N3
Source: the Open Molecules 2025 dataset
Level of theory: the ωB97M-V functional and the def2-TZVPD basis

Frontier orbital gap = 8.624 eV
Total charge = +1
SMILES = C=N/C=C\[N+]#CN

Structure (XYZ):
```
13
C4H6N3, DFT the ωB97M-V functional and the def2-TZVPD basis
C 1.259 1.602 -0.205
N 1.523 0.410 0.071
C 1.584 -0.864 0.217
C 0.493 -1.679 -0.012
N -0.725 -1.226 -0.138
C -1.531 -0.403 -0.116
N -2.495 0.424 0.136
H 1.549 1.869 -1.257
H 0.799 2.465 0.317
H 2.580 -1.293 0.341
H 0.731 -2.712 -0.023
H -3.092 0.950 -0.470
H -2.674 0.458 1.141
```

Atom charges from the Löwdin analysis, given in e for atoms 1 to 2:
1. C 0.08
2. N 0.06

---

Here are the energies relative to the best structure, in kcal/mol: a 76.1; b 26.9; c 85.4; d 0.0.